A 15-piece molecular cluster, C42H116N2O26 overall in a non-equilibrium geometry. Source: OMol25; level of theory: wB97M-V/def2-TZVPD.

Bonds (Å) are listed after each position.
Atoms and positions in Å:
1 C -0.440 0.217 -1.071  C2 1.505, O4 1.417, H5 1.090, H6 1.090
2 C -0.233 1.091 0.136  C1 1.505, O3 1.437, H7 1.090, H8 1.090
3 O 0.544 0.485 1.182  C2 1.437, H9 0.960
4 O 0.792 0.182 -1.770  C1 1.417, H10 0.960
5 H -1.281 0.462 -1.720  C1 1.090
6 H -0.645 -0.815 -0.783  C1 1.090
7 H -1.163 1.319 0.657  C2 1.090
8 H 0.178 2.058 -0.155  C2 1.090
9 H 1.406 0.213 0.856  O3 0.960
10 H 0.997 -0.742 -1.930  O4 0.960
11 C -3.122 -1.959 1.847  C12 1.496, O14 1.461, H15 1.090, H16 1.090
12 C -2.631 -0.987 2.873  C11 1.496, O13 1.416, H17 1.090, H18 1.090
13 O -1.249 -1.114 3.154  C12 1.416, H19 0.960
14 O -2.343 -1.888 0.613  C11 1.461, H20 0.960
15 H -4.144 -1.639 1.640  C11 1.090
16 H -3.101 -2.963 2.270  C11 1.090
17 H -3.156 -1.104 3.821  C12 1.090
18 H -2.744 0.024 2.482  C12 1.090
19 H -0.794 -0.681 2.428  O13 0.960
20 H -2.663 -1.119 0.136  O14 0.960
21 C -5.982 1.166 -0.391  C22 1.611, O24 1.433, H25 1.090, H26 1.090
22 C -4.681 0.581 -1.140  C21 1.611, O23 1.437, H27 1.090, H28 1.090
23 O -3.611 0.562 -0.182  C22 1.437, H29 0.960
24 O -5.912 2.596 -0.327  C21 1.433, H30 0.960
25 H -5.992 0.785 0.630  C21 1.090
26 H -6.920 0.939 -0.897  C21 1.090
27 H -4.392 1.225 -1.970  C22 1.090
28 H -4.772 -0.450 -1.481  C22 1.090
29 H -3.488 1.461 0.132  O23 0.960
30 H -5.186 2.876 0.235  O24 0.960
31 C 4.266 1.766 0.119  C32 1.519, O34 1.406, H35 1.090, H36 1.090
32 C 3.704 0.795 1.143  C31 1.519, O33 1.429, H37 1.090, H38 1.090
33 O 3.049 -0.294 0.488  C32 1.429, H39 0.960
34 O 3.125 2.322 -0.486  C31 1.406, H40 0.960
35 H 4.861 1.162 -0.567  C31 1.090
36 H 4.875 2.510 0.632  C31 1.090
37 H 2.978 1.315 1.767  C32 1.090
38 H 4.525 0.465 1.780  C32 1.090
39 H 2.870 -0.941 1.175  O33 0.960
40 H 2.669 1.550 -0.828  O34 0.960
41 C -2.193 -1.174 6.541  C42 1.504, O44 1.405, H45 1.090, H46 1.090
42 C -1.035 -0.762 7.407  C41 1.504, O43 1.406, H47 1.090, H48 1.090
43 O -1.339 0.363 8.195  C42 1.406, H49 0.960
44 O -1.825 -2.291 5.774  C41 1.405, H50 0.960
45 H -2.590 -0.362 5.931  C41 1.090
46 H -2.991 -1.491 7.212  C41 1.090
47 H -0.179 -0.550 6.766  C42 1.090
48 H -0.672 -1.572 8.038  C42 1.090
49 H -0.776 0.363 8.972  O43 0.960
50 H -1.515 -1.984 4.919  O44 0.960
51 C 2.756 -3.166 -2.442  C52 1.605, O54 1.424, H55 1.090, H56 1.090
52 C 4.024 -3.170 -1.459  C51 1.605, O53 1.438, H57 1.090, H58 1.090
53 O 4.661 -1.894 -1.272  C52 1.438, H59 0.960
54 O 1.642 -2.409 -1.981  C51 1.424, H60 0.960
55 H 2.450 -4.154 -2.788  C51 1.090
56 H 2.971 -2.721 -3.414  C51 1.090
57 H 4.715 -3.957 -1.763  C52 1.090
58 H 3.647 -3.364 -0.455  C52 1.090
59 H 4.115 -1.372 -0.680  O53 0.960
60 H 1.272 -2.792 -1.182  O54 0.960
61 C -3.578 4.876 -1.613  C62 1.537, O64 1.368, H65 1.090, H66 1.090
62 C -2.793 3.866 -0.759  C61 1.537, O63 1.425, H67 1.090, H68 1.090
63 O -3.553 3.434 0.367  C62 1.425, H69 0.960
64 O -3.710 6.030 -0.891  C61 1.368, H70 0.960
65 H -4.505 4.416 -1.954  C61 1.090
66 H -3.032 5.027 -2.544  C61 1.090
67 H -1.959 4.324 -0.227  C62 1.090
68 H -2.510 2.997 -1.353  C62 1.090
69 H -3.814 4.197 0.886  O63 0.960
70 H -4.306 5.875 -0.155  O64 0.960
71 C -4.046 -4.679 -1.414  C72 1.550, O74 1.400, H75 1.090, H76 1.090
72 C -5.565 -4.708 -1.111  C71 1.550, O73 1.444, H77 1.090, H78 1.090
73 O -6.283 -3.612 -1.717  C72 1.444, H79 0.960
74 O -3.722 -5.230 -2.660  C71 1.400, H80 0.960
75 H -3.450 -5.186 -0.655  C71 1.090
76 H -3.660 -3.662 -1.345  C71 1.090
77 H -5.687 -4.413 -0.069  C72 1.090
78 H -5.981 -5.709 -1.221  C72 1.090
79 H -6.054 -3.592 -2.650  O73 0.960
80 H -4.292 -4.699 -3.220  O74 0.960
81 C 0.864 6.389 1.192  C82 1.586, O84 1.417, H85 1.090, H86 1.090
82 C 1.158 5.042 0.408  C81 1.586, O83 1.385, H87 1.090, H88 1.090
83 O 1.517 4.042 1.297  C82 1.385, H89 0.960
84 O 0.010 6.209 2.308  C81 1.417, H90 0.960
85 H 0.392 7.095 0.508  C81 1.090
86 H 1.765 6.807 1.641  C81 1.090
87 H 1.946 5.320 -0.292  C82 1.090
88 H 0.295 4.675 -0.147  C82 1.090
89 H 2.094 3.393 0.890  O83 0.960
90 H 0.444 5.535 2.836  O84 0.960
91 C 1.120 -1.539 -5.502  O92 1.425, H100 1.090, H101 1.090, H102 1.090
92 O -0.259 -1.895 -5.530  C91 1.425, C93 1.417
93 C -0.709 -2.472 -4.316  O92 1.417, C94 1.530, H103 1.090, H104 1.090
94 C -2.178 -2.887 -4.426  C93 1.530, N95 1.468, H105 1.090, H106 1.090
95 N -2.969 -1.831 -5.071  C94 1.468, C96 1.453, H107 1.010
96 C -2.913 -0.522 -4.444  N95 1.453, C97 1.522, H108 1.090, H109 1.090
97 C -3.860 0.440 -5.145  C96 1.522, O98 1.418, H110 1.090, H111 1.090
98 O -3.538 1.778 -4.802  C97 1.418, C99 1.414
99 C -4.453 2.741 -5.288  O98 1.414, H112 1.090, H113 1.090, H114 1.090
100 H 1.647 -2.261 -6.126  C91 1.090
101 H 1.510 -1.487 -4.485  C91 1.090
102 H 1.282 -0.544 -5.916  C91 1.090
103 H -0.611 -1.860 -3.419  C93 1.090
104 H -0.201 -3.420 -4.139  C93 1.090
105 H -2.653 -3.274 -3.524  C94 1.090
106 H -2.239 -3.814 -4.996  C94 1.090
107 H -2.419 -1.670 -5.902  N95 1.010
108 H -1.942 -0.027 -4.420  C96 1.090
109 H -3.222 -0.631 -3.404  C96 1.090
110 H -4.840 0.236 -4.713  C97 1.090
111 H -3.895 0.360 -6.232  C97 1.090
112 H -4.103 3.041 -6.277  C99 1.090
113 H -4.454 3.596 -4.612  C99 1.090
114 H -5.475 2.364 -5.323  C99 1.090
115 C 3.285 -1.407 7.241  O116 1.434, H124 1.090, H125 1.090, H126 1.090
116 O 2.964 -1.086 5.881  C115 1.434, C117 1.479
117 C 2.217 -2.161 5.193  O116 1.479, C118 1.556, H127 1.090, H128 1.090
118 C 2.000 -1.819 3.691  C117 1.556, N119 1.451, H129 1.090, H130 1.090
119 N 3.289 -1.684 3.038  C118 1.451, C120 1.448, H131 1.010
120 C 3.993 -2.922 2.776  N119 1.448, C121 1.521, H132 1.090, H133 1.090
121 C 5.423 -2.665 2.325  C120 1.521, O122 1.401, H134 1.090, H135 1.090
122 O 6.159 -2.083 3.366  C121 1.401, C123 1.383
123 C 7.358 -1.483 3.024  O122 1.383, H136 1.090, H137 1.090, H138 1.090
124 H 3.970 -0.678 7.673  C115 1.090
125 H 3.879 -2.316 7.153  C115 1.090
126 H 2.387 -1.486 7.854  C115 1.090
127 H 1.249 -2.240 5.687  C117 1.090
128 H 2.690 -3.140 5.272  C117 1.090
129 H 1.427 -0.892 3.694  C118 1.090
130 H 1.325 -2.462 3.124  C118 1.090
131 H 3.890 -1.140 3.640  N119 1.010
132 H 3.487 -3.570 2.060  C120 1.090
133 H 4.042 -3.448 3.729  C120 1.090
134 H 5.257 -1.966 1.505  C121 1.090
135 H 5.981 -3.507 1.916  C121 1.090
136 H 7.999 -2.025 2.329  C123 1.090
137 H 7.944 -1.443 3.942  C123 1.090
138 H 7.238 -0.468 2.643  C123 1.090
139 C -0.735 4.429 -5.326  C140 1.569, H143 1.090, H144 1.090, H145 1.090
140 C -0.474 3.239 -4.338  C139 1.569, C141 1.533, O142 1.402, H146 1.090
141 C 0.653 3.452 -3.322  C140 1.533, H147 1.090, H148 1.090, H149 1.090
142 O -1.612 3.041 -3.543  C140 1.402, H150 0.960
143 H -0.561 5.427 -4.922  C139 1.090
144 H -1.753 4.419 -5.715  C139 1.090
145 H -0.089 4.378 -6.203  C139 1.090
146 H -0.257 2.293 -4.833  C140 1.090
147 H 0.949 2.535 -2.813  C141 1.090
148 H 0.394 4.210 -2.582  C141 1.090
149 H 1.642 3.784 -3.635  C141 1.090
150 H -2.255 2.648 -4.138  O142 0.960
151 C -1.489 3.191 3.677  C152 1.593, H155 1.090, H156 1.090, H157 1.090
152 C -0.361 2.991 4.783  C151 1.593, C153 1.491, O154 1.425, H158 1.090
153 C -0.256 1.590 5.281  C152 1.491, H159 1.090, H160 1.090, H161 1.090
154 O 0.861 3.463 4.222  C152 1.425, H162 0.960
155 H -2.395 2.667 3.982  C151 1.090
156 H -1.255 2.880 2.659  C151 1.090
157 H -1.660 4.262 3.563  C151 1.090
158 H -0.616 3.614 5.641  C152 1.090
159 H -1.141 1.414 5.892  C153 1.090
160 H 0.655 1.474 5.868  C153 1.090
161 H -0.200 0.849 4.483  C153 1.090
162 H 0.875 3.430 3.263  O154 0.960
163 C 0.115 -5.157 -0.506  C164 1.492, H167 1.090, H168 1.090, H169 1.090
164 C -0.206 -4.497 0.794  C163 1.492, C165 1.560, O166 1.348, H170 1.090
165 C 0.411 -5.232 2.024  C164 1.560, H171 1.090, H172 1.090, H173 1.090
166 O 0.241 -3.234 0.641  C164 1.348, H174 0.960
167 H -0.038 -6.235 -0.474  C163 1.090
168 H 1.160 -4.961 -0.749  C163 1.090
169 H -0.485 -4.812 -1.348  C163 1.090
170 H -1.287 -4.581 0.898  C164 1.090
171 H 0.114 -4.696 2.926  C165 1.090
172 H 1.495 -5.154 1.946  C165 1.090
173 H 0.122 -6.283 2.028  C165 1.090
174 H -0.587 -2.751 0.706  O166 0.960
175 C 3.752 0.547 -3.324  C176 1.529, H179 1.090, H180 1.090, H181 1.090
176 C 4.494 1.712 -3.980  C175 1.529, C177 1.523, O178 1.326, H182 1.090
177 C 6.014 1.688 -3.876  C176 1.523, H183 1.090, H184 1.090, H185 1.090
178 O 4.199 1.701 -5.273  C176 1.326, H186 0.960
179 H 4.076 -0.424 -3.698  C175 1.090
180 H 2.690 0.698 -3.514  C175 1.090
181 H 3.711 0.432 -2.241  C175 1.090
182 H 4.074 2.668 -3.665  C176 1.090
183 H 6.435 2.644 -4.189  C177 1.090
184 H 6.509 0.915 -4.463  C177 1.090
185 H 6.253 1.423 -2.847  C177 1.090
186 H 4.423 2.551 -5.660  O178 0.960

## Properties
- Spin multiplicity: 1
- Frontier orbital gap: 9.6166 eV
- LUMO level: 0.43 eV

Mulliken population analysis, charges in e, atoms 1 to 4:
1 C 0.5000
2 C 1.4220
3 O 1.0642
4 O 1.3999